# C5H11P

A 2-piece molecular cluster, C5H11P overall in a non-equilibrium geometry (wB97M-V/def2-TZVPD, OMol25).

Geometry as XYZ:
```
17
Properties=species:S:1:pos:R:3:forces:R:3
C 0.822857 -1.215233 0.522411 0.1874 -0.4815 0.1863
C 0.887768 -0.349457 -0.447270 -2.3736 3.6766 0.1484
C 1.626216 -2.485499 0.553819 -0.1124 0.0543 0.0053
C -1.281590 1.404260 0.791746 0.1726 -0.0431 0.1532
C -0.338124 1.527559 -0.359039 2.1610 -3.3059 -0.0130
P -0.938995 1.473239 -2.061572 0.2161 0.2119 -0.2520
H 0.175260 -1.059866 1.374935 -0.1836 0.1873 0.0961
H 1.458625 -0.331686 -1.350824 0.3007 -0.1523 -0.3171
H 2.268715 -2.496224 1.433441 0.0598 -0.0825 0.0464
H 2.242932 -2.579239 -0.335768 0.0681 -0.0495 -0.0448
H 0.958159 -3.345271 0.612404 0.0446 -0.0853 0.0230
H -1.782573 2.361151 0.964013 -0.0824 0.0017 -0.0109
H -2.040526 0.646009 0.599147 -0.0079 0.0201 0.0321
H -0.747884 1.147116 1.710344 -0.0572 0.0055 0.0106
H 0.496395 2.203212 -0.213513 -0.0092 0.1274 0.0025
H -1.845659 2.550060 -1.962491 -0.1466 0.2706 -0.0804
H -1.961577 0.549870 -1.831782 -0.2375 -0.3552 0.0144
```
Positions in Å, forces in eV/Å.

Calculated values
- Total energy: -538.328752 a.u.
- Spin multiplicity: 1
- Relative energy (zero: lowest compared OMol25 entry of this formula, charge and spin): 61.13 kcal per mole
- Lowest unoccupied orbital energy: 1.08 eV

=====

# C5H11PS

C5H11PS as an isolated structure in a non-equilibrium geometry (wB97M-V/def2-TZVPD, OMol25).

Geometry as XYZ:
```
18
Properties=species:S:1:pos:R:3:forces:R:3
C 0.397290 -1.250886 0.499256 -0.0603 -0.5764 -5.1723
C 0.140612 0.190438 0.151331 1.0494 1.8348 1.0455
C -1.855981 0.326650 -1.246652 0.5792 0.4891 -1.1469
C 2.283065 1.469202 1.919643 1.6666 0.9655 2.5973
C -0.357429 0.518824 -1.242757 0.3728 -1.3412 -0.0558
P 1.930506 1.583737 0.353266 -2.1647 -1.7566 -1.3754
S -1.295837 -2.815159 0.538790 2.0016 1.8745 -0.3093
H 1.193554 -1.634986 -0.284099 -2.0283 0.1770 1.3607
H 0.849321 -1.353117 1.391017 0.8590 -0.7569 3.4319
H -0.441085 0.768171 0.935660 0.3913 -0.8721 -0.8637
H -2.132267 0.471646 -2.342163 -0.5361 -0.5072 1.5964
H -2.237245 1.124311 -0.593374 -0.5515 -0.4530 -0.3316
H -1.953137 -0.668148 -0.801527 -1.1367 0.2467 -0.4878
H 3.031285 2.249902 2.344176 -1.2055 -1.4338 -0.7572
H -1.417422 -3.070443 -0.795818 0.2949 0.3126 0.5188
H 1.948688 0.744303 2.680081 -0.0351 0.4288 -0.5164
H -0.162854 1.542867 -1.503161 0.5521 0.4257 -0.3071
H 0.078935 -0.197314 -2.003667 -0.0488 0.9423 0.7728
```
Positions in Å, forces in eV/Å.

Calculated values
- Total energy: -936.497443 a.u.
- Spin multiplicity: 1
- Relative energy (zero: lowest compared OMol25 entry of this formula, charge and spin): 92.04 kcal per mole
- Lowest unoccupied orbital energy: -0.28 eV

=====

# C5H11PS

C5H11PS in the gas phase in a non-equilibrium geometry (wB97M-V/def2-TZVPD, OMol25).

Geometry as XYZ:
```
18
Properties=species:S:1:pos:R:3:forces:R:3
C -0.624047 1.150734 0.809824 -2.5259 -1.2587 0.8869
C 0.150290 0.193949 -0.141666 0.3192 -1.3159 1.4582
C 1.582394 0.713193 -0.233706 0.7325 -0.0269 -0.7853
C -0.346144 0.178805 -1.603343 0.4752 -0.7394 1.2722
C 0.148508 -1.219317 0.430954 1.4610 -0.3394 -1.1121
P -1.075363 -1.687669 1.592490 -1.0508 1.1531 1.4688
S 1.307761 -2.318102 0.077403 0.0455 0.2825 -0.0810
H -0.473739 2.145063 0.458139 0.6403 1.0095 0.3641
H -0.475443 0.939746 1.941935 0.4247 0.7783 -2.0610
H -1.778440 1.107682 0.743547 1.5432 -0.5394 -0.2197
H 1.483286 1.784545 -0.441044 0.3155 -0.1591 -0.7627
H 2.148346 0.104509 -1.014282 -0.5605 1.2089 1.0562
H 2.156671 0.735835 0.687003 -0.1320 -0.5878 0.3509
H -0.375491 1.205065 -1.637123 -0.7331 2.6704 -1.4583
H 0.446675 -0.140999 -2.275879 -0.2814 -0.4299 0.0388
H -1.314530 -0.259375 -1.778952 -0.2101 -0.2291 -0.0384
H -0.788334 -3.011092 1.657475 -0.1228 -1.2498 -0.2580
H -2.172399 -1.622573 0.727224 -0.3402 -0.2273 -0.1195
```
Positions in Å, forces in eV/Å.

Calculated values
- Total energy: -936.572666 a.u.
- Spin multiplicity: 1
- Relative energy (zero: lowest compared OMol25 entry of this formula, charge and spin): 44.84 kcal per mole
- Lowest unoccupied orbital energy: -0.24 eV

=====

# C5H12

C5H12 in the gas phase in a non-equilibrium geometry (wB97M-V/def2-TZVPD, OMol25).

Geometry as XYZ:
```
17
Properties=species:S:1:pos:R:3:forces:R:3
C -1.272091 1.476793 -0.979289 -0.7771 -3.8962 -1.1650
C -0.344245 0.198374 -1.092560 0.4649 1.7026 3.1695
C 0.648989 0.017971 0.193140 -0.5452 -0.4276 -2.9483
C 1.312142 -1.350787 -0.007611 0.5983 -0.7012 3.7560
C -0.158255 -0.096615 1.465809 1.8154 1.2361 2.7559
H -1.704377 1.607918 -1.992777 0.3711 0.8021 0.7279
H -2.098852 1.159092 -0.332418 0.0500 0.4344 -0.0137
H -0.737424 2.229297 -0.505934 0.7505 1.9077 0.2636
H -0.918100 -0.683841 -0.927000 -0.7807 -0.7495 -0.7150
H 0.191650 0.182839 -2.013197 0.5200 -0.1743 -0.5928
H 1.506659 0.738530 0.165850 -1.0792 -0.1177 0.3866
H 1.973554 -1.340129 0.942129 -0.6284 -0.7963 -1.3968
H 1.977846 -1.542733 -0.804826 0.4899 0.3581 -1.2694
H 0.646050 -2.254337 0.100847 0.3098 1.1056 -0.1345
H -0.984157 -0.753615 1.403170 -0.7578 -0.9040 -0.2746
H -0.503371 0.784775 1.999864 -0.5632 0.9248 -1.0663
H 0.463982 -0.373531 2.384802 -0.2381 -0.7046 -1.4831
```
Positions in Å, forces in eV/Å.

Calculated values
- Total energy: -197.658910 a.u.
- Spin multiplicity: 1
- Relative energy (zero: lowest compared OMol25 entry of this formula, charge and spin): 31.52 kcal per mole
- Lowest unoccupied orbital energy: 1.22 eV

=====

# C5H12

C5H12 in the gas phase (wB97M-V/def2-TZVPD, OMol25).

Geometry as XYZ:
```
17
Properties=species:S:1:pos:R:3:forces:R:3
C 2.061536 -0.065256 -0.106437 0.3093 0.4821 -0.1561
C 0.759365 -0.754423 0.249134 -0.6014 0.1105 -0.7483
C -0.473309 -0.031071 -0.346578 -0.2296 -0.3057 0.1554
C -1.774858 -0.785687 -0.016109 0.1521 -0.6179 0.6664
C -0.598505 1.435283 0.099064 0.4137 -0.0071 0.2665
H 2.936340 -0.624882 0.215291 0.0350 -0.1536 0.0684
H 2.126679 0.919394 0.375706 -0.0111 -0.1973 -0.1042
H 2.169284 0.104012 -1.190150 -0.1488 -0.1169 0.2716
H 0.740647 -1.785275 -0.147115 0.1012 0.2944 0.2500
H 0.642147 -0.802168 1.324062 0.0080 -0.1269 0.4040
H -0.332912 -0.071686 -1.431953 -0.1182 0.1493 -0.0645
H -1.980985 -0.817392 1.083061 0.2520 0.2087 -0.7096
H -1.773695 -1.848127 -0.338036 0.2156 0.5764 0.0185
H -2.623707 -0.309410 -0.491940 -0.2111 0.1315 -0.0886
H -1.537151 1.906974 -0.218945 0.2178 -0.2161 -0.1102
H -0.585300 1.478136 1.199722 0.0045 0.0154 -0.2041
H 0.244419 2.051574 -0.258777 -0.3890 -0.2268 0.0850
```
Positions in Å, forces in eV/Å.

Calculated values
- Total energy: -197.703795 a.u.
- Spin multiplicity: 1
- Relative energy (zero: lowest compared OMol25 entry of this formula, charge and spin): 3.36 kcal per mole
- Lowest unoccupied orbital energy: 1.25 eV

=====

# C5H12AlF5N4

C5H12AlF5N4 as an isolated structure in a non-equilibrium geometry (wB97M-V/def2-TZVPD, OMol25).

Geometry as XYZ:
```
27
Properties=species:S:1:pos:R:3:forces:R:3
C 2.340458 0.986279 -0.538204 -0.5332 0.2221 -0.3662
C 1.008458 1.669216 -0.332898 0.6484 -0.3340 -0.1297
F 1.120355 2.900252 0.267337 -0.0592 0.0057 0.0263
N 0.182045 0.832829 0.527197 -0.5104 0.1803 0.1531
C -1.031319 0.422396 0.264962 -0.2446 0.2322 -0.1020
N -1.737625 0.713243 -0.866723 0.1389 -1.5685 -0.2608
C -2.768685 -0.382233 -0.858344 0.3256 0.7076 0.4979
C -3.144952 -0.341928 0.626625 0.5403 0.2889 -0.7626
N -3.702674 0.937707 1.032336 -0.4259 -0.3281 -0.0710
N -1.742834 -0.383302 1.114840 -0.3530 0.7095 0.0592
H 2.753548 1.290291 -1.493263 0.2993 0.1983 0.0455
H 3.023493 1.179816 0.278025 0.1279 -0.1070 0.1087
H 2.143476 -0.077616 -0.617591 0.3170 -0.1816 0.0517
H 0.519236 1.817488 -1.290419 -0.3703 0.0232 0.0400
H 0.591991 0.507266 1.389587 0.3315 -0.0478 0.0466
H -1.198125 0.653496 -1.722237 0.1862 0.5255 0.0500
H -3.566646 -0.286539 -1.579185 -0.0769 0.3993 -0.0619
H -2.185766 -1.287341 -1.005109 -0.5324 -0.5093 -0.2905
H -3.775204 -1.199078 0.842464 0.4108 -0.3289 0.5879
H -4.713907 0.901591 1.021643 -0.0869 0.1158 -0.0774
H -3.436339 1.150839 1.982832 -0.0299 0.0505 0.1528
H -1.603574 -0.168172 2.092933 0.1160 -0.3369 0.1684
F 3.825984 -1.072369 0.790147 -0.0853 -0.0629 0.0229
Al 4.207746 -2.389881 -0.230153 0.1312 -0.0891 0.0316
F 5.862412 -2.675419 -0.207357 -0.0326 0.0411 -0.0043
F 3.685155 -1.959346 -1.787112 -0.1407 0.1279 0.0786
F 3.343294 -3.739485 0.297668 -0.0917 0.0663 0.0052
```
Positions in Å, forces in eV/Å.

Calculated values
- Total energy: -1158.790028 a.u.
- Spin multiplicity: 1
- Lowest unoccupied orbital energy: -0.71 eV

=====

# C5H12AlFNO3

C5H12AlFNO3 as an isolated structure in a non-equilibrium geometry (wB97M-V/def2-TZVPD, OMol25).

Geometry as XYZ:
```
23
Properties=species:S:1:pos:R:3:forces:R:3
C -2.252391 -0.892952 1.371595 -0.0554 -0.7274 -0.2718
C -1.907150 -0.448380 -0.024024 -0.4401 0.5776 0.2658
F -1.199393 -1.460876 -0.663306 0.0576 -0.1486 -0.1731
C -1.177739 0.892216 -0.054271 -0.0399 -0.9919 0.3702
C 0.332321 0.834259 -0.001613 0.4322 1.7951 -0.2386
O 0.881121 0.364903 1.193062 0.2439 -0.5399 -0.1853
Al 2.678332 0.402594 0.796758 0.0336 -0.4364 0.2812
O 3.405486 -1.189341 1.222808 -0.6148 0.4600 -0.2978
O 2.446051 0.639302 -1.003127 -0.0050 0.4001 0.5260
C 1.122817 0.209262 -1.148314 0.2922 -1.6237 0.3275
N 0.577006 0.302709 -2.494400 0.1082 0.4930 -0.1022
H -2.792836 -0.100820 1.867915 -0.0221 0.2185 0.3301
H -2.908643 -1.757086 1.307347 -0.1691 -0.1910 0.0625
H -1.368443 -1.196932 1.914801 0.3003 0.2805 0.2313
H -2.849860 -0.342548 -0.561221 -0.1170 -0.0651 -0.3097
H -1.479443 1.414892 0.844482 -0.0957 0.2521 0.2712
H -1.529681 1.506074 -0.872838 0.1101 0.0908 -0.4673
H 0.629758 1.901304 -0.055129 -0.2158 0.1859 -0.3392
H 3.332028 1.618931 1.604712 0.2641 -0.0085 -0.1162
H 2.731992 -1.847279 0.993512 0.3579 0.0803 0.1423
H 1.167763 -0.862082 -0.882941 -0.4399 -0.1683 -0.1859
H -0.375100 0.643579 -2.483950 0.0174 0.0600 0.0428
H 0.536002 -0.631730 -2.871858 -0.0025 0.0069 -0.1636
```
Positions in Å, forces in eV/Å.

Calculated values
- Total energy: -820.669808 a.u.
- Total charge: -1
- Spin multiplicity: 1
- Lowest unoccupied orbital energy: 3.42 eV

=====

# C5H12BNO4

A 2-piece molecular cluster, C5H12BNO4 overall in a non-equilibrium geometry (wB97M-V/def2-TZVPD, OMol25).

Geometry as XYZ:
```
23
Properties=species:S:1:pos:R:3:forces:R:3
O -1.489029 3.294661 2.123327 -0.0782 0.2627 0.7732
N -1.422223 3.018635 0.974604 0.1368 0.7303 -0.5412
O -1.455389 1.918230 0.489975 -0.2293 -1.1526 -0.2044
O -1.284118 4.058668 0.134769 0.0366 0.9820 -0.0026
H -1.212534 3.747918 -0.824973 -0.1054 -0.6317 0.5090
C 2.075764 -1.606894 1.364467 -0.2413 -0.0741 0.0208
C 0.706918 -2.200490 1.050980 0.1152 -0.0730 -0.1893
C 0.195984 -1.837950 -0.345936 -0.0075 0.1286 0.2043
C 0.110492 -0.324063 -0.539118 -0.0599 -0.1133 -0.0088
C -0.809971 0.086240 -1.701821 0.1240 0.1447 0.1520
B -0.967842 1.621917 -1.849964 0.0813 -1.9513 0.1256
O -1.088532 2.793392 -2.087886 0.0242 1.4380 -0.6342
H 2.022512 -0.521169 1.408109 0.0956 0.0877 0.0127
H 2.801203 -1.887844 0.603593 0.1309 -0.0106 -0.0660
H 2.429716 -1.964565 2.327810 0.1118 0.0073 0.0812
H 0.756628 -3.290563 1.135172 -0.0599 0.0653 0.0537
H -0.014080 -1.845356 1.792236 -0.0379 -0.0706 0.0086
H 0.850477 -2.274730 -1.104381 -0.0293 -0.0683 -0.0639
H -0.796240 -2.279758 -0.468331 -0.0245 -0.0035 -0.1157
H -0.283466 0.115850 0.375367 0.1817 -0.0156 0.0126
H 1.110756 0.077699 -0.710165 0.0024 0.0843 0.0966
H -0.438737 -0.356164 -2.629140 -0.0763 0.1437 -0.1260
H -1.798289 -0.343664 -1.518693 -0.0910 0.0899 -0.0982
```
Positions in Å, forces in eV/Å.

Calculated values
- Total energy: -578.216753 a.u.
- Spin multiplicity: 1
- Relative energy (zero: lowest compared OMol25 entry of this formula, charge and spin): 128.54 kcal per mole
- Lowest unoccupied orbital energy: 0.47 eV

=====

Number 1: HOMO energy -8.77 eV, HOMO-LUMO gap 0.362 Ha. Number 2: HOMO energy -8.66 eV, HOMO-LUMO gap 0.308 Ha. Number 3: HOMO energy -8.20 eV, HOMO-LUMO gap 0.293 Ha. Number 4: HOMO energy -10.24 eV, HOMO-LUMO gap 0.421 Ha. Number 5: HOMO energy -11.01 eV, HOMO-LUMO gap 0.450 Ha. Number 6: HOMO energy -10.61 eV, HOMO-LUMO gap 0.364 Ha. Number 7: HOMO energy -4.95 eV, HOMO-LUMO gap 0.308 Ha. Number 8: HOMO energy -11.45 eV, HOMO-LUMO gap 0.438 Ha.